No. 1
Molecular formula: C6H16Be2O10Ti2
Method: DFT, ωB97M-V with the def2-TZVPD basis set

XYZ file:
```
36
Properties=species:S:1:pos:R:3:lowdin_charge:R:1
C -16.213 -0.579 -12.817 -0.16
C -11.928 -1.856 -8.789 -0.14
H -16.445 0.741 -14.177 0.11
H -11.057 -2.455 -8.523 0.09
H -15.665 -0.763 -11.893 0.06
O -14.720 4.207 -10.257 -0.07
O -15.244 0.101 -6.070 -0.23
C -14.570 0.379 -4.826 -0.06
H -14.118 1.370 -4.789 0.10
O -15.619 0.695 -9.441 -0.16
O -14.576 4.280 -8.183 -0.10
H -13.172 -0.558 -14.211 0.09
H -15.130 0.259 -3.899 0.11
C -15.301 4.366 -9.172 -1.02
H -14.589 0.231 -6.760 0.00
O -16.411 3.834 -9.164 -0.10
H -12.675 -0.278 -7.955 -0.01
Ti -16.915 -0.655 -8.094 1.46
H -15.682 -1.102 -13.613 0.10
H -13.664 -0.222 -4.741 0.12
O -13.854 0.997 -8.243 -0.13
C -12.906 0.141 -13.418 -0.18
O -12.065 -0.972 -7.695 -0.13
C -14.400 0.867 -9.347 -1.06
O -12.860 -0.454 -12.181 -0.11
O -16.290 0.759 -13.230 -0.16
Be -16.116 2.446 -11.236 0.99
H -17.173 -1.072 -12.664 0.08
H -13.263 0.197 -11.602 0.01
H -13.630 0.955 -13.420 0.07
Be -12.502 3.231 -9.079 0.93
H -11.863 -1.381 -9.767 0.08
H -11.966 0.633 -13.670 0.09
Ti -15.734 2.281 -7.304 1.24
O -13.854 1.338 -10.293 0.01
H -12.759 -2.560 -8.842 0.07
```

Results
HOMO-LUMO gap (spin up / spin down) in eV: 3.160 / 4.305
Total charge: +2
Molecular weight in u: 361.94
Multiplicity: 7
Expectation value of S²: 12.0166
Energy in eV: -73961.933


No. 2
Molecular formula: C6H16Cl6N3O6
Method: DFT, ωB97M-V with the def2-TZVPD basis set

XYZ file:
```
37
Properties=species:S:1:pos:R:3:lowdin_charge:R:1
O 23.711 -12.400 -1.415 0.00
H 19.973 -8.867 -1.831 0.09
H 18.402 -6.566 -6.898 0.08
Cl 18.964 -10.195 -6.619 0.53
N 22.596 -11.895 -1.280 -0.61
C 23.498 -8.488 -5.293 -0.59
H 18.758 -14.025 -0.534 0.08
H 24.180 -8.565 -4.446 0.07
Cl 19.803 -7.160 -5.118 0.61
O 20.243 -10.293 1.631 0.22
O 21.965 -11.298 -2.157 -0.15
C 19.198 -13.826 -2.753 -0.65
H 20.651 -10.233 -2.443 0.01
H 19.820 -14.716 -2.852 0.07
C 18.609 -7.489 -6.356 -0.66
O 22.218 -11.800 -0.090 -0.07
C 24.272 -8.431 -6.656 -0.67
O 20.143 -8.700 0.161 0.08
H 19.196 -9.916 -2.980 0.07
H 20.186 -8.329 -7.562 0.07
C 19.151 -8.540 -7.292 -0.65
N 20.634 -9.239 1.140 -0.55
H 24.864 -7.518 -6.583 0.07
H 18.536 -8.576 -8.191 0.07
C 19.271 -13.379 -1.246 -0.55
Cl 22.419 -9.945 -5.156 0.53
H 20.460 -8.894 -3.364 0.02
H 22.891 -7.590 -5.175 0.04
Cl 18.506 -11.757 -1.176 0.57
H 20.288 -13.228 -0.883 0.05
H 23.605 -8.416 -7.518 0.06
H 18.185 -14.129 -3.017 0.07
H 17.700 -7.859 -5.883 0.07
Cl 25.401 -9.752 -6.954 0.56
N 20.033 -9.461 -2.646 0.26
Cl 19.895 -12.706 -3.919 0.58
O 21.791 -9.251 1.423 0.23
```

Results
HOMO-LUMO gap (spin up / spin down) in eV: 7.194 / 4.830
Total charge: 0
Molecular weight in u: 438.93
Multiplicity: 2
Expectation value of S²: 0.7596
Energy in eV: -98361.147


No. 3
Molecular formula: C6H16F2Li3NO2
Method: DFT, ωB97M-V with the def2-TZVPD basis set

XYZ file:
```
30
Properties=species:S:1:pos:R:3:lowdin_charge:R:1
H -0.099 -3.098 -0.873 0.11
H -1.359 -1.094 1.340 0.11
H 2.784 -0.910 2.188 0.08
H -3.066 -0.797 -1.688 0.08
H -1.836 2.227 -0.281 0.10
H 1.512 -2.190 -0.899 0.08
C -1.492 -1.088 0.259 -0.15
H -1.727 0.196 -2.296 0.07
C 1.581 0.882 1.673 -0.26
C -2.575 0.173 -1.613 -0.05
H -3.233 0.390 0.361 0.14
Li 1.668 1.868 -3.395 0.80
F 0.581 2.757 -1.832 -0.74
H 0.799 0.123 1.623 0.11
F 1.366 -0.126 -2.650 -0.70
N -1.417 1.435 0.184 0.01
H -3.327 0.812 -2.078 0.09
H 0.685 -2.469 0.670 0.09
O 1.982 1.020 0.302 -0.13
H 3.350 0.671 2.760 0.08
Li 0.345 0.738 -1.005 0.63
O -0.215 -1.134 -0.410 -0.34
H 1.251 1.825 2.107 0.13
Li 2.988 0.363 -1.540 0.80
C -2.257 0.283 -0.112 -0.37
H -2.039 -2.026 0.159 0.13
C 0.555 -2.362 -0.407 -0.03
H 1.975 -0.114 3.622 0.09
C 2.480 0.021 2.666 -0.03
H -1.261 1.623 1.164 0.08
```

Results
HOMO-LUMO gap (spin up / spin down) in eV: 8.745 / 6.355
Total charge: +1
Molecular weight in u: 193.02
Multiplicity: 2
Expectation value of S²: 0.7546
Energy relative to the best compared isomer or geometry (same formula, charge and spin) in kcal/mol: 0.00
Energy in eV: -18112.679


No. 4
Molecular formula: C6H16I2N2Si
Method: DFT, ωB97M-V with the def2-TZVPD basis set

XYZ file:
```
27
Properties=species:S:1:pos:R:3:lowdin_charge:R:1
C -3.602 2.028 1.626 -0.06
H 3.148 -1.775 -2.407 0.09
H -3.320 1.812 2.623 0.04
I 0.872 3.009 -1.103 0.35
H -3.421 1.561 -1.205 0.03
C 1.373 -2.349 -0.285 -0.10
H 4.423 -1.673 -1.344 0.05
N 2.163 -0.215 -0.690 -0.26
Si 1.489 0.960 0.274 -0.23
H 2.934 -1.403 0.774 0.10
H -1.809 0.348 2.420 -0.01
C 2.647 -1.522 -0.268 -0.45
H 1.269 -3.220 0.222 0.04
C 3.485 -2.102 -1.421 -0.05
H 3.517 -3.234 -1.355 0.11
H -3.690 3.068 1.504 0.04
H -1.880 1.183 -1.222 -0.01
H 0.417 -1.856 -0.006 0.09
H 1.190 -2.791 -1.226 0.06
H -1.793 2.495 0.713 0.12
C -2.395 1.455 0.726 -0.60
N -1.674 0.524 1.456 0.04
I 3.081 1.469 2.040 0.42
H 1.975 -0.203 -1.671 0.07
H -3.119 -0.100 -0.631 0.10
H -4.533 1.566 1.165 0.09
C -2.747 0.966 -0.710 -0.07
```

Results
HOMO-LUMO gap (spin up / spin down) in eV: 4.963 / 4.965
Total charge: 0
Molecular weight in u: 398.10
Energy relative to the best compared isomer or geometry (same formula, charge and spin) in kcal/mol: 53.53
Energy in eV: -33537.533


No. 5
Molecular formula: C6H16N
Method: DFT, ωB97M-V with the def2-TZVPD basis set

XYZ file:
```
23
Properties=species:S:1:pos:R:3:lowdin_charge:R:1
H -0.033 0.781 2.085 0.10
H -0.132 -0.212 -3.098 0.09
H -1.355 0.547 -2.018 0.07
H 2.132 1.830 -2.014 0.08
C 0.564 -0.950 -0.627 -0.10
N -0.943 0.510 1.620 0.05
C -1.073 -1.403 3.168 -0.08
H 2.399 0.098 -2.358 0.08
C -0.342 0.615 -2.400 -0.09
C -1.699 -0.478 2.384 -0.33
H 0.270 1.178 -0.496 0.09
H -2.743 -0.230 2.503 0.07
H 1.112 -1.661 -1.244 0.09
H 2.777 0.730 -0.771 0.08
H -0.478 -1.270 -0.507 0.07
H -0.001 -1.527 3.037 0.00
H -1.565 1.322 1.498 0.12
H -0.294 1.543 -2.970 0.08
H -1.570 -1.849 4.014 0.02
C 2.075 0.822 -1.603 -0.09
H -0.800 0.116 0.683 0.05
C 0.646 0.469 -1.240 -0.52
H 1.051 -0.981 0.352 0.07
```

Results
HOMO-LUMO gap (spin up / spin down) in eV: 4.780 / 9.481
Total charge: 0
Molecular weight in u: 102.20
Multiplicity: 2
Expectation value of S²: 0.7535
Energy relative to the best compared isomer or geometry (same formula, charge and spin) in kcal/mol: 52.20
Energy in eV: -7967.511


No. 6
Molecular formula: C6H16N
Method: DFT, ωB97M-V with the def2-TZVPD basis set

XYZ file:
```
23
Properties=species:S:1:pos:R:3:lowdin_charge:R:1
C 0.227 -1.481 -0.134 -0.20
H -0.328 -1.702 0.892 0.15
H 0.316 1.147 1.291 0.12
H -2.587 1.713 1.260 0.12
C 2.484 -0.607 -1.143 -0.09
H 0.389 -2.442 -0.656 0.13
C -0.845 -0.538 -0.782 -0.23
H -2.489 -0.602 0.236 0.12
H 1.508 0.264 0.723 0.13
C -1.939 0.303 -0.043 -0.22
H 2.079 -1.338 0.834 0.05
H -0.189 1.920 -0.178 0.24
H -1.684 0.329 2.144 0.19
H -0.270 0.182 -1.508 0.11
H -1.417 -1.040 -1.632 0.13
N -0.445 1.753 0.910 0.13
H 3.269 0.183 -0.902 0.10
H 1.697 -0.505 -1.889 0.05
H 3.165 -1.525 -1.451 0.12
C -1.705 1.095 1.229 -0.19
H -0.407 2.638 1.441 0.18
C 1.588 -0.862 0.099 -0.28
H -2.417 1.116 -0.742 0.16
```

Results
HOMO-LUMO gap in eV: 10.911
Total charge: +1
Molecular weight in u: 102.20
Energy relative to the best compared isomer or geometry (same formula, charge and spin) in kcal/mol: 78.50
Energy in eV: -7962.028
SMILES: CCCCCC[NH3+]


No. 7
Molecular formula: C6H16N
Method: DFT, ωB97M-V with the def2-TZVPD basis set

XYZ file:
```
23
Properties=species:S:1:pos:R:3:lowdin_charge:R:1
C 0.828 -0.582 0.275 -0.34
H -1.111 -1.342 0.025 0.12
H 1.817 -1.754 -1.158 0.18
C 0.978 -1.549 1.409 -0.04
C -0.694 1.896 -1.127 -0.06
H 2.073 -0.121 -1.386 0.18
H -2.292 0.486 -0.867 0.14
C -1.314 0.686 -0.421 -0.43
N 1.961 -0.855 -0.681 0.21
H -1.417 2.690 -1.289 0.09
H -2.228 0.280 1.521 0.09
H -0.707 1.139 1.645 0.08
H -2.156 1.992 1.117 0.09
H -0.281 -0.924 -1.531 0.12
H 1.152 -2.588 1.110 0.10
H 0.082 2.272 -0.452 0.08
H 0.987 0.445 0.607 0.13
C -0.519 -0.598 -0.517 -0.12
C -1.617 1.052 1.045 -0.06
H 1.770 -1.231 2.092 0.10
H 0.116 -1.659 2.070 0.10
H -0.265 1.672 -2.104 0.08
H 2.893 -0.998 -0.262 0.18
```

Results
HOMO-LUMO gap in eV: 11.324
Total charge: +1
Molecular weight in u: 102.20
Energy relative to the best compared isomer or geometry (same formula, charge and spin) in kcal/mol: 5.17
Energy in eV: -7965.208
SMILES: CC(C)C[C@@H](C)[NH3+]


No. 8
Molecular formula: C6H16N2
Method: DFT, ωB97M-V with the def2-TZVPD basis set

XYZ file:
```
24
Properties=species:S:1:pos:R:3:lowdin_charge:R:1
C -1.162 0.458 0.963 -0.21
H -3.636 0.902 -0.678 0.09
H 2.144 -0.854 -0.630 0.01
H -1.305 -1.963 -1.602 0.07
C -1.716 -0.243 -0.416 -0.46
N 0.249 0.168 1.205 -0.10
H 0.719 1.158 -0.699 0.10
C -3.204 -0.169 -0.444 -0.14
C -1.212 -1.618 -0.539 -0.21
C 2.376 0.023 -0.009 -0.56
H -1.781 0.079 1.843 0.11
H 4.152 1.316 -0.310 0.03
H 3.817 0.068 -1.483 -0.03
H -1.784 -2.357 0.095 0.09
N 3.437 0.723 -0.778 -0.07
C 1.179 0.856 0.282 -0.30
H -0.231 -1.628 -0.199 0.00
H 2.643 -0.702 0.806 0.05
H -1.400 1.532 1.058 0.11
H 0.473 -0.824 1.064 0.06
H 1.319 1.934 0.652 0.12
H -3.598 -0.747 -1.366 0.09
H -1.169 0.465 -1.013 0.10
H -3.734 -0.455 0.463 0.06
```

Results
HOMO-LUMO gap (spin up / spin down) in eV: 2.278 / 8.708
Total charge: -1
Molecular weight in u: 116.21
Multiplicity: 2
Expectation value of S²: 0.7504
Energy relative to the best compared isomer or geometry (same formula, charge and spin) in kcal/mol: 41.94
Energy in eV: -9458.450